Record 1
The following is a quantum chemistry calculation of a structure of composition C36H39FN6O5PTi at a distorted geometry, from the Open Molecules 2025 dataset.

Structure (XYZ):
```
89
Properties=species:S:1:pos:R:3:forces:R:3
Ti 0.522 0.202 0.385 0.283 1.808 0.171
O 1.280 -1.037 1.574 0.506 -1.492 0.366
N 1.518 -2.288 1.178 -0.183 0.148 -0.171
N 1.206 -2.372 -0.117 0.217 -0.067 -0.051
O 0.792 -1.248 -0.744 0.318 -1.407 -0.260
C 1.096 -3.611 -0.773 -0.064 0.215 0.128
C 0.357 -3.700 -1.949 -0.033 0.019 -0.112
C 0.212 -4.933 -2.572 -0.050 0.063 -0.011
C 0.788 -6.074 -2.030 0.008 0.003 -0.015
C 1.522 -5.970 -0.855 0.053 0.064 0.095
C 1.685 -4.747 -0.219 0.009 -0.105 0.039
H -0.103 -2.808 -2.355 -0.012 -0.043 -0.009
H -0.370 -4.997 -3.485 0.057 0.014 0.063
H 0.676 -7.034 -2.520 -0.010 0.076 0.030
H 1.984 -6.853 -0.426 -0.022 0.058 -0.018
H 2.261 -4.658 0.692 -0.021 -0.030 -0.038
O 0.188 0.918 -1.694 -0.471 -0.151 -0.307
C -1.185 1.305 -1.963 0.164 0.065 -0.041
C -1.635 1.874 -0.596 0.356 -0.287 0.098
O -2.672 2.475 -0.492 -0.157 0.164 0.186
O -0.810 1.582 0.387 -1.168 0.869 -0.370
C -2.002 0.071 -2.367 0.240 -0.042 0.046
C -3.026 -0.451 -1.592 -0.078 0.021 0.012
C -3.687 -1.609 -1.988 0.027 -0.037 -0.050
C -3.327 -2.261 -3.158 0.040 0.025 0.024
C -2.306 -1.738 -3.946 -0.026 -0.003 -0.001
C -1.658 -0.578 -3.554 0.037 -0.020 -0.051
C -1.236 2.333 -3.087 0.125 0.054 0.029
C -0.111 2.587 -3.862 0.064 0.090 0.041
C -0.173 3.477 -4.929 -0.028 0.026 0.000
C -1.364 4.122 -5.226 0.024 -0.029 0.027
C -2.492 3.869 -4.453 0.003 -0.007 0.025
C -2.433 2.977 -3.392 -0.017 -0.027 -0.077
H 0.493 0.305 -2.375 0.060 -0.102 0.049
H -3.325 0.050 -0.682 0.002 0.011 0.043
H -4.492 -1.999 -1.376 0.020 0.018 -0.012
H -3.844 -3.165 -3.459 0.029 0.067 0.004
H -2.028 -2.224 -4.876 -0.017 0.038 0.097
H -0.885 -0.160 -4.196 -0.059 -0.004 0.043
H 0.838 2.124 -3.621 0.004 0.017 0.011
H 0.720 3.674 -5.514 -0.067 -0.017 0.053
H -1.415 4.821 -6.052 0.003 -0.034 0.035
H -3.426 4.372 -4.675 0.055 -0.035 0.013
H -3.311 2.783 -2.793 0.008 0.007 -0.003
C 1.170 2.414 5.632 -0.063 -0.137 -0.213
N 1.739 1.091 5.358 0.005 0.020 -0.037
C 0.857 0.072 5.933 -0.057 0.119 -0.228
N -0.531 0.160 5.468 0.028 0.021 0.011
C -1.026 1.512 5.744 0.140 -0.027 -0.139
N -0.208 2.577 5.161 0.025 -0.022 -0.011
C -0.281 2.576 3.693 0.031 -0.160 0.007
P 0.336 0.986 2.960 0.156 -0.035 0.334
C 1.927 0.882 3.915 -0.270 0.070 0.150
C -0.640 -0.164 4.043 0.073 0.126 0.010
H 1.796 3.172 5.158 0.007 -0.003 0.019
H 1.184 2.577 6.710 -0.021 -0.027 0.044
H 0.857 0.194 7.016 0.003 0.020 0.057
H 1.252 -0.917 5.691 -0.006 0.010 0.000
H -1.038 1.650 6.826 0.009 0.015 0.036
H -2.047 1.602 5.372 -0.022 -0.006 -0.024
H 0.307 3.406 3.296 0.015 0.035 0.020
H -1.312 2.733 3.374 -0.048 0.021 -0.009
H 2.624 1.627 3.529 0.058 0.038 0.007
H 2.360 -0.100 3.733 0.052 -0.063 0.012
H -0.279 -1.178 3.862 0.004 -0.027 0.011
H -1.687 -0.125 3.740 -0.052 -0.014 -0.007
F 3.561 4.456 -4.162 0.032 0.042 -0.064
C 3.289 3.688 -3.081 -0.025 -0.003 -0.062
C 3.797 2.412 -3.019 0.088 -0.259 0.103
C 3.506 1.630 -1.901 0.006 -0.051 -0.195
C 2.703 2.100 -0.865 0.026 -0.086 0.214
C 2.390 1.255 0.333 -0.244 0.562 -0.502
C 2.203 3.401 -0.987 -0.036 -0.009 0.081
C 2.496 4.201 -2.079 -0.187 0.092 0.103
H 4.426 2.042 -3.820 -0.038 0.019 0.042
H 3.918 0.627 -1.835 0.002 0.042 -0.023
H 2.321 1.907 1.206 0.100 0.011 0.102
H 3.173 0.526 0.515 0.110 -0.167 0.048
H 1.564 3.790 -0.201 -0.002 0.022 -0.005
H 2.099 5.206 -2.168 0.034 -0.065 0.012
C -1.189 -4.387 2.440 -0.065 0.143 -0.140
C -1.879 -3.757 1.218 0.148 0.084 0.213
C -1.608 -2.318 1.117 -0.143 -0.258 0.024
N -1.398 -1.192 1.042 -0.096 -0.143 -0.028
H -1.457 -5.440 2.508 0.006 0.012 -0.023
H -1.497 -3.889 3.359 -0.012 -0.018 -0.007
H -0.108 -4.301 2.347 0.034 0.009 -0.003
H -2.960 -3.886 1.271 -0.068 0.023 -0.014
H -1.537 -4.223 0.294 0.032 0.020 -0.059
```
Positions in Å, forces in eV/Å.

Relative energy (zero: lowest compared OMol25 entry of this formula, charge and spin) in eV: 2.7780
F_max in eV/Å: 1.84
Orbital gap (spin up / spin down) in eV: 6.5 / 7.8
<S²>: 0.77
Multiplicity: 2
HOMO level (spin up / spin down) in eV: -6.48 / -7.78

---

Record 2
The following is a quantum chemistry calculation of a structure of composition C36H39NNaP2Se2, from the Open Molecules 2025 dataset.

Structure (XYZ):
```
81
Properties=species:S:1:pos:R:3:forces:R:3
Na -0.469 1.504 1.788 0.048 -0.006 -0.057
C -3.781 3.743 0.643 -0.042 -0.193 -0.060
Se -2.908 3.299 2.320 0.288 0.225 0.162
C -4.103 1.889 2.926 -0.102 -0.059 -0.090
C -3.781 0.510 2.377 -0.105 -0.025 0.036
Se -2.223 -0.262 3.286 -0.085 0.038 -0.088
C -2.013 -1.811 2.132 -0.026 0.001 -0.021
H -3.199 4.523 0.156 0.028 0.010 0.062
H -4.778 4.119 0.854 -0.008 0.000 -0.021
H -3.821 2.875 -0.011 -0.033 0.022 -0.016
H -5.104 2.203 2.629 -0.017 -0.047 -0.017
H -4.080 1.903 4.016 0.047 0.023 0.001
H -3.586 0.549 1.303 0.066 -0.018 0.015
H -4.625 -0.159 2.548 0.039 -0.044 0.023
H -2.969 -2.324 2.054 -0.004 0.007 -0.012
H -1.288 -2.465 2.608 -0.022 0.003 -0.018
H -1.646 -1.511 1.151 -0.010 -0.014 -0.009
C -0.184 -0.410 -1.954 -0.081 0.018 -0.163
N 0.451 -1.434 -1.139 -0.124 -0.021 0.037
C 1.785 -1.115 -0.673 0.122 -0.058 -0.072
P 1.756 -0.321 0.996 -0.196 0.204 0.146
C 1.414 -1.728 2.108 -0.055 -0.096 -0.099
C 1.290 -3.050 1.686 0.012 0.032 0.066
C 0.966 -4.051 2.594 0.007 -0.006 -0.042
C 0.759 -3.745 3.930 0.005 -0.001 0.017
C 0.878 -2.429 4.361 0.034 0.005 0.032
C 1.196 -1.430 3.455 0.035 -0.026 0.050
C 3.530 -0.007 1.236 0.080 -0.021 0.050
C 3.992 1.304 1.153 0.073 0.041 -0.013
C 5.347 1.580 1.280 -0.038 0.017 -0.002
C 6.246 0.548 1.501 0.024 -0.029 0.011
C 5.792 -0.762 1.596 0.004 0.029 -0.002
C 4.441 -1.039 1.465 -0.011 0.016 -0.025
C 0.221 -2.763 -1.615 -0.054 -0.017 -0.014
C -1.062 -3.296 -1.483 0.034 0.069 0.025
C -1.343 -4.576 -1.925 0.014 -0.046 -0.016
C -0.342 -5.356 -2.493 -0.037 0.021 0.009
C 0.931 -4.831 -2.629 0.038 -0.016 -0.012
C 1.214 -3.538 -2.204 0.016 0.004 -0.006
P -0.881 1.056 -1.061 0.070 -0.058 0.254
C 0.397 2.364 -1.104 0.101 -0.015 -0.085
C 0.131 3.509 -0.350 -0.015 0.045 0.055
C 1.041 4.553 -0.279 0.024 -0.005 -0.043
C 2.244 4.466 -0.968 0.005 -0.011 -0.009
C 2.517 3.340 -1.731 0.012 -0.003 0.031
C 1.601 2.297 -1.800 -0.004 0.015 -0.004
C -2.071 1.642 -2.305 -0.092 0.003 -0.067
C -1.757 2.549 -3.314 -0.007 -0.002 0.017
C -2.721 2.927 -4.237 -0.034 -0.016 0.008
C -4.002 2.398 -4.163 0.004 0.035 -0.040
C -4.324 1.492 -3.163 0.003 -0.028 0.039
C -3.364 1.121 -2.234 -0.013 0.025 -0.063
H -1.075 -0.848 -2.407 0.025 -0.009 -0.007
H 0.454 -0.093 -2.794 0.001 -0.009 -0.001
H 2.334 -0.451 -1.352 -0.018 -0.003 0.019
H 2.382 -2.023 -0.594 0.038 0.040 0.005
H 1.429 -3.320 0.648 -0.008 -0.022 0.025
H 0.872 -5.073 2.247 -0.003 -0.001 0.013
H 0.507 -4.526 4.635 -0.003 0.000 -0.002
H 0.723 -2.183 5.403 -0.003 0.001 0.002
H 1.287 -0.408 3.809 0.012 0.009 -0.030
H 3.295 2.118 0.988 -0.049 -0.016 -0.020
H 5.698 2.602 1.216 0.001 -0.006 -0.001
H 7.300 0.764 1.609 -0.002 -0.004 -0.005
H 6.494 -1.566 1.779 -0.005 -0.004 0.000
H 4.092 -2.062 1.553 -0.009 0.000 0.005
H -1.834 -2.696 -1.016 0.000 -0.004 0.010
H -2.343 -4.974 -1.811 0.002 -0.001 -0.004
H -0.557 -6.361 -2.831 -0.004 0.000 0.006
H 1.715 -5.423 -3.083 0.000 0.005 0.000
H 2.210 -3.139 -2.349 -0.003 -0.005 0.000
H -0.820 3.600 0.171 -0.001 -0.011 -0.010
H 0.809 5.436 0.303 0.003 -0.005 0.009
H 2.960 5.275 -0.919 -0.007 0.002 0.007
H 3.449 3.269 -2.277 -0.007 0.005 -0.002
H 1.836 1.440 -2.416 -0.009 0.008 0.009
H -0.760 2.967 -3.378 0.006 0.004 0.002
H -2.473 3.634 -5.018 0.012 0.000 0.004
H -4.752 2.695 -4.885 0.003 0.000 0.001
H -5.323 1.080 -3.104 0.001 -0.001 0.004
H -3.621 0.420 -1.446 0.008 -0.004 0.001
```
Positions in Å, forces in eV/Å.

Charge: +1
F_max in eV/Å: 0.40
Orbital gap in eV: 8.5
HOMO level in eV: -10.60